Entry 1:
Formula: C10H17N5OS
Source: OMol25
Level of theory: ωB97M-V/def2-TZVPD

Element x y z (Å)
C  3.548  0.921  1.145
C  2.387  1.052  0.006
H  2.472  1.834  -0.697
H  1.518  1.124  0.516
C  2.580  -0.188  -0.945
N  1.989  -1.396  0.009
C  0.751  -1.886  0.150
N  0.611  -2.888  0.762
N  1.827  -2.969  1.334
N  2.584  -2.024  0.865
S  -0.730  -1.614  -1.117
C  -1.781  -1.043  0.087
H  -1.604  -1.468  0.907
C  -1.440  0.430  0.641
O  -0.539  0.623  1.436
N  -1.741  1.493  0.019
C  -2.579  1.617  -1.218
C  -2.548  2.913  -1.743
H  -3.630  3.157  -2.463
C  -2.389  3.688  -0.473
C  -1.322  2.841  0.131
H  -1.451  2.875  1.450
H  -0.430  2.953  -0.069
H  -1.970  4.646  -0.636
H  -3.331  3.730  -0.292
H  -1.818  3.035  -2.551
H  -2.182  0.876  -1.988
H  -3.797  1.119  -1.047
H  -2.758  -0.937  -0.132
H  3.433  -0.550  -1.074
H  1.733  -0.264  -1.759
H  3.643  1.758  1.596
H  3.442  -0.005  1.710
H  4.683  0.918  0.589

- Energy relative to the best compared isomer or geometry (same formula, charge and spin): 246.19 kcal/mol
- Total charge: 0
- Highest occupied orbital energy: -8.83 eV

***

Entry 2:
Formula: C10H17N9O4RuS3
Source: OMol25
Level of theory: ωB97M-V/def2-TZVPD

Element x y z (Å)
Ru  0.618  0.209  0.080
C  -2.926  1.111  -2.578
N  -1.599  1.621  -2.908
C  -1.511  2.975  -3.460
C  -0.521  1.003  -2.405
N  -0.584  -0.045  -1.606
N  0.686  1.518  -2.830
C  1.931  1.339  -2.263
N  2.913  2.072  -2.810
N  2.109  0.439  -1.351
H  -3.646  1.549  -3.263
H  -3.209  1.367  -1.553
H  -2.968  0.032  -2.716
H  -2.509  3.400  -3.481
H  -1.134  2.974  -4.486
H  -0.898  3.616  -2.824
H  -1.546  -0.199  -1.337
H  0.619  2.285  -3.476
H  2.694  2.861  -3.394
H  3.767  2.155  -2.284
H  3.058  0.403  -1.000
N  -2.103  1.296  2.296
C  -1.449  0.151  2.547
N  -0.640  -0.456  1.700
C  -0.144  -1.638  2.246
C  -0.573  -1.929  3.482
S  -1.644  -0.702  4.046
C  0.689  -2.443  1.369
C  1.138  -3.700  1.513
S  1.870  -4.248  0.041
C  1.507  -2.725  -0.701
N  0.938  -1.874  0.124
N  1.772  -2.453  -1.983
H  -1.681  1.861  1.564
H  -2.554  1.766  3.062
H  -0.343  -2.791  4.085
H  1.038  -4.358  2.358
H  2.208  -3.129  -2.582
H  1.595  -1.518  -2.314
O  1.484  1.425  1.678
S  0.947  2.650  0.952
O  0.612  3.733  1.812
O  -0.353  1.966  0.366
O  1.758  2.957  -0.219

- Energy relative to the best compared isomer or geometry (same formula, charge and spin): 24.92 kcal/mol
- 2S+1: 2
- Total charge: +1
- Highest occupied orbital energy (spin up / spin down): -10.85 / -10.83 eV

***

Entry 3:
Formula: C10H17NO2Zn
Source: OMol25
Level of theory: ωB97M-V/def2-TZVPD

Element x y z (Å)
C  -0.689  0.930  -1.624
C  -2.069  -0.178  1.336
C  -0.321  -0.481  -1.613
H  -1.094  1.173  -2.625
C  -1.433  -1.351  1.417
H  -2.290  0.366  2.262
H  0.443  -0.719  -2.369
H  -1.162  -1.756  2.400
C  -1.086  -1.653  -1.197
H  -0.664  -2.499  -1.789
H  -2.136  -1.576  -1.526
C  -1.701  1.478  -0.605
H  -2.357  2.198  -1.116
H  -1.176  2.047  0.170
C  -2.632  0.480  0.104
H  -3.062  -0.255  -0.585
H  -3.485  1.066  0.493
C  -1.033  -2.225  0.271
H  -1.705  -3.100  0.260
H  -0.029  -2.641  0.462
Zn  2.043  1.003  -1.299
H  0.333  1.558  -1.535
N  1.854  0.989  0.755
C  3.160  0.858  1.400
C  4.154  0.190  0.456
O  5.211  -0.155  0.964
O  3.752  0.020  -0.776
H  1.395  1.869  0.978
H  1.200  0.243  0.981
H  3.538  1.848  1.639
H  3.041  0.276  2.309

- Energy relative to the best compared isomer or geometry (same formula, charge and spin): 52.53 kcal/mol
- Total charge: 0
- Highest occupied orbital energy (spin up / spin down): -8.40 / -6.75 eV

***

Entry 4:
Formula: C10H17NO3S
Source: OMol25
Level of theory: ωB97M-V/def2-TZVPD

Element x y z (Å)
C  0.466  -1.006  0.389
C  0.160  -2.279  0.600
C  0.222  1.247  1.369
C  1.716  1.266  1.682
C  -0.215  0.287  0.376
C  0.938  -3.416  0.055
C  -0.995  -0.001  -1.947
C  -1.413  2.138  -0.776
C  -2.614  0.132  -0.007
C  -1.261  0.668  -0.574
N  1.318  -0.468  -0.546
O  3.508  -0.477  0.373
O  2.980  0.836  -1.638
O  2.381  1.677  0.577
S  2.641  0.396  -0.338
H  -0.803  -2.533  1.070
H  -0.395  0.959  2.350
H  -0.113  2.300  1.236
H  2.017  1.944  2.545
H  2.160  0.348  2.131
H  1.735  -3.661  0.787
H  1.307  -3.130  -0.927
H  0.406  -4.318  0.022
H  -1.920  0.286  -2.597
H  -0.652  -1.065  -1.702
H  -0.240  0.566  -2.442
H  -2.049  2.238  -1.709
H  -1.930  2.750  0.073
H  -0.453  2.620  -0.930
H  -2.913  0.492  1.043
H  -2.532  -1.049  0.230
H  -3.458  0.254  -0.775

- Energy relative to the best compared isomer or geometry (same formula, charge and spin): 140.91 kcal/mol
- Total charge: 0
- Highest occupied orbital energy: -8.96 eV

***

Entry 5:
Formula: C10H17NS
Source: OMol25
Level of theory: ωB97M-V/def2-TZVPD

Element x y z (Å)
C  0.527  1.376  0.461
N  -0.401  0.598  -0.326
C  -0.110  -0.573  -0.615
C  0.887  -1.606  -0.236
C  0.482  -1.935  1.222
C  2.402  -1.221  -0.376
C  0.566  -2.884  -0.905
H  0.108  2.252  1.039
H  1.160  0.924  1.119
H  1.007  1.880  -0.374
H  -0.916  -0.972  -1.205
H  -0.628  -1.908  1.396
H  0.794  -1.130  1.810
H  0.945  -2.896  1.609
H  3.040  -1.918  -0.850
H  2.536  -0.165  -0.847
H  2.690  -1.163  0.635
H  0.744  -2.898  -1.960
H  -0.442  -3.137  -0.730
H  1.289  -3.673  -0.655
C  -3.357  3.797  -0.171
C  -3.140  2.483  0.387
C  -3.828  1.371  0.176
C  -4.481  0.293  0.106
S  -5.589  -0.832  -0.164
H  -2.444  4.387  -0.419
H  -3.866  4.467  0.672
H  -4.132  3.909  -0.947
H  -2.278  2.448  1.060

- Energy relative to the best compared isomer or geometry (same formula, charge and spin): 74.23 kcal/mol
- Total charge: 0
- Structure (SMILES): C/N=C\C(C)(C)C.CC=C=C=S
- Highest occupied orbital energy (spin up / spin down): -7.95 / -7.95 eV

***

Entry 6:
Formula: C10H18BiCl2N2
Source: OMol25
Level of theory: ωB97M-V/def2-TZVPD

Element x y z (Å)
Bi  0.980  -0.391  -0.368
Cl  -0.409  -2.390  -1.113
Cl  1.607  1.824  0.781
C  2.726  -0.399  -1.486
H  3.312  0.542  -1.494
H  2.914  -1.230  -2.185
C  -0.208  1.071  -1.841
C  0.878  0.414  -2.367
H  -0.035  1.944  -1.198
C  0.620  -0.614  -3.571
H  1.675  1.123  -2.700
C  -0.647  -0.263  -4.330
H  1.505  -0.611  -4.227
H  0.533  -1.627  -3.150
C  -1.846  -0.186  -3.387
H  -0.511  0.706  -4.823
H  -0.838  -0.994  -5.124
C  -1.656  0.755  -2.179
H  -2.723  0.171  -3.938
H  -2.061  -1.188  -3.009
H  -2.139  1.744  -2.383
H  -2.197  0.326  -1.291
C  -1.172  0.676  5.443
N  -0.202  -0.176  4.738
C  0.959  -0.651  5.507
C  -0.269  -0.368  3.441
N  -0.291  -0.552  2.304
H  -0.977  0.613  6.513
H  -2.193  0.330  5.228
H  -1.092  1.724  5.116
H  1.092  -1.731  5.346
H  1.881  -0.143  5.184
H  0.783  -0.453  6.563

- Energy relative to the best compared isomer or geometry (same formula, charge and spin): 74.22 kcal/mol
- Total charge: -1
- Highest occupied orbital energy (spin up / spin down): -1.86 / -1.86 eV

***

Entry 7:
Formula: C10H18ClNO8
Source: OMol25
Level of theory: ωB97M-V/def2-TZVPD

Element x y z (Å)
N  -0.217  -1.666  0.735
H  -0.719  -2.323  1.317
H  -0.812  -1.149  0.104
H  0.537  -2.146  0.264
H  0.198  -0.955  1.320
C  -5.698  2.538  -2.689
C  -5.214  1.164  -2.397
C  -3.751  0.913  -1.956
O  -3.336  -0.251  -1.788
C  -2.824  2.066  -2.104
C  -3.278  3.352  -2.343
C  -4.770  3.562  -2.660
O  -5.318  4.732  -2.724
O  -2.348  4.208  -2.476
O  -5.946  0.195  -2.525
H  -6.751  2.678  -2.885
H  -1.759  1.923  -1.994
Cl  -2.169  -3.875  3.776
C  2.362  2.688  0.450
C  1.276  2.745  1.508
O  1.344  1.572  2.293
O  3.523  3.203  0.930
H  2.006  3.302  -0.378
H  2.484  1.673  0.074
H  0.253  2.828  1.139
H  1.349  3.633  2.135
H  1.969  1.662  3.016
H  4.058  2.560  1.401
C  2.791  -4.830  1.030
C  3.929  -3.797  1.002
O  3.555  -2.427  1.020
O  1.928  -4.706  -0.118
H  2.237  -4.764  1.966
H  3.222  -5.830  1.064
H  4.690  -3.918  0.231
H  4.486  -3.877  1.935
H  4.327  -1.923  1.286
H  2.388  -4.759  -0.959

- Total charge: -2
- Highest occupied orbital energy: 0.10 eV

***

Entry 8:
Formula: C10H18CrN2
Source: OMol25
Level of theory: ωB97M-V/def2-TZVPD

Element x y z (Å)
Cr  -0.415  0.133  0.363
C  0.743  -3.347  1.753
C  -0.238  -2.312  1.423
C  -0.719  -1.397  2.398
C  -1.842  -0.605  2.150
C  -2.494  -0.646  0.884
C  -1.993  -1.489  -0.121
C  -0.814  -2.215  0.111
H  1.536  -3.466  1.006
H  0.223  -4.320  1.706
H  1.168  -3.244  2.748
H  -0.307  -1.428  3.401
H  -2.282  -0.023  2.954
H  -3.448  -0.145  0.752
H  -2.530  -1.622  -1.055
H  -0.439  -2.880  -0.664
N  1.128  1.304  1.115
C  1.964  2.110  0.156
C  1.114  3.007  -0.730
C  0.395  2.251  -1.835
N  -0.699  1.363  -1.311
H  0.762  1.949  1.821
H  1.769  0.703  1.641
H  2.555  1.421  -0.451
H  2.665  2.715  0.731
H  1.774  3.737  -1.201
H  0.410  3.594  -0.128
H  1.102  1.639  -2.394
H  -0.044  2.963  -2.536
H  -1.047  0.820  -2.106
H  -1.489  1.965  -1.056

- 2S+1: 4
- Total charge: +3
- Highest occupied orbital energy (spin up / spin down): -22.42 / -22.49 eV

***

> Which value of total charge does entry 4 give?

0

***

> Which value of total charge does entry 7 give?

-2

***

Repeat the eighth record exactly.
Formula: C10H18CrN2
Source: OMol25
Level of theory: ωB97M-V/def2-TZVPD

Element x y z (Å)
Cr  -0.415  0.133  0.363
C  0.743  -3.347  1.753
C  -0.238  -2.312  1.423
C  -0.719  -1.397  2.398
C  -1.842  -0.605  2.150
C  -2.494  -0.646  0.884
C  -1.993  -1.489  -0.121
C  -0.814  -2.215  0.111
H  1.536  -3.466  1.006
H  0.223  -4.320  1.706
H  1.168  -3.244  2.748
H  -0.307  -1.428  3.401
H  -2.282  -0.023  2.954
H  -3.448  -0.145  0.752
H  -2.530  -1.622  -1.055
H  -0.439  -2.880  -0.664
N  1.128  1.304  1.115
C  1.964  2.110  0.156
C  1.114  3.007  -0.730
C  0.395  2.251  -1.835
N  -0.699  1.363  -1.311
H  0.762  1.949  1.821
H  1.769  0.703  1.641
H  2.555  1.421  -0.451
H  2.665  2.715  0.731
H  1.774  3.737  -1.201
H  0.410  3.594  -0.128
H  1.102  1.639  -2.394
H  -0.044  2.963  -2.536
H  -1.047  0.820  -2.106
H  -1.489  1.965  -1.056

- 2S+1: 4
- Total charge: +3
- Highest occupied orbital energy (spin up / spin down): -22.42 / -22.49 eV

***

> Which formula does entry 4 have?

C10H17NO3S